[1]
# C3H3BrF2O2

A cluster of 2 separate species, C3H3BrF2O2 in total at a distorted geometry (ωB97M-V/def2-TZVPD, the Open Molecules 2025 dataset).

HOMO: -9.58 eV
net charge: 0

CARTESIAN COORDINATES (ANGSTROEM)
C (0.293836, -0.072240, 1.970825)
C (-0.859357, -0.840175, -0.586696)
C (-0.663973, 0.532722, -1.291912)
O (1.382358, -0.487388, 1.681004)
O (0.154091, -1.567761, -0.405668)
F (-1.297900, 0.650008, -2.439352)
F (-1.143161, 1.516429, -0.550455)
Br (1.274333, 1.034646, -1.770998)
H (0.339747, 0.763576, 2.618457)
H (-0.667954, -0.221921, 1.414644)
H (1.187979, -1.307897, -0.639849)

Force components x, y, z for each atom (eV/Å):
0.8 1.3 -1.1
0.0 0.3 -0.5
1.5 0.6 -0.4
-0.3 -1.2 -0.5
2.3 -0.2 -0.7
-0.5 -1.0 -0.7
0.0 0.2 1.1
-0.4 -0.4 0.4
-0.8 0.9 1.6
0.4 -0.7 0.5
-3.0 0.3 0.3

***

[2]
# C5H11N3

An isolated molecule of C5H11N3 at a distorted geometry (ωB97M-V/def2-TZVPD, the Open Molecules 2025 dataset).

HOMO (alpha / beta): -5.76 / -5.76 eV
net charge: 0

CARTESIAN COORDINATES (ANGSTROEM)
C (-0.937706, -1.864692, -0.692643)
N (0.352545, -1.674631, -0.338559)
C (0.937830, -0.512347, -0.077086)
N (2.162450, -0.473032, 0.614380)
N (0.920772, 1.975800, -0.040357)
C (0.158067, 0.762864, -0.288888)
C (-1.057571, 0.702934, 0.624919)
C (-2.275813, 1.100950, 0.262001)
H (0.857670, -2.500455, -0.026040)
H (2.886340, 0.053937, 0.135925)
H (2.508153, -1.388118, 0.882411)
H (1.287491, 1.965519, 0.902452)
H (1.693930, 2.064319, -0.682928)
H (-1.523958, -1.137986, -1.216199)
H (-1.330948, -2.859728, -0.593966)
H (-0.202545, 0.799931, -1.327589)
H (-0.818968, 0.545150, 1.671363)
H (-3.084215, 1.189573, 0.968261)
H (-2.533525, 1.250013, -0.777457)

Force components x, y, z for each atom (eV/Å):
-0.5 -1.1 -0.5
-0.1 1.2 0.9
0.2 -0.4 -0.5
0.2 0.0 0.0
-0.3 0.1 0.1
-0.2 -0.9 -0.1
-0.4 1.5 -0.1
0.5 -0.6 0.2
-0.2 0.1 -0.2
0.0 -0.2 0.1
0.0 0.2 0.0
0.1 0.0 0.0
0.1 0.0 -0.1
0.2 0.3 0.1
0.2 -0.2 -0.2
0.0 0.0 0.1
-0.1 -0.2 0.1
-0.1 0.0 0.2
0.1 0.2 -0.1

***

[3]
# C14H33N4O2

A cluster of 3 separate species, C14H33N4O2 in total (ωB97M-V/def2-TZVPD, the Open Molecules 2025 dataset).

HOMO: -11.23 eV
net charge: +1

CARTESIAN COORDINATES (ANGSTROEM)
C (-3.791320, 0.950900, -1.692599)
C (-3.737394, 0.763192, -3.223675)
C (-4.003582, -0.682369, -3.703926)
C (-2.883873, -1.231448, -4.577271)
N (-1.557197, -1.150190, -3.917296)
N (-1.591066, -1.515593, -2.531819)
C (-1.873545, -2.951122, -2.177568)
C (-1.365430, -3.105821, -0.737670)
C (-0.590734, -1.801934, -0.458006)
C (-0.296471, -1.215698, -1.822094)
H (-4.588651, 1.629762, -1.394946)
H (-3.990624, 0.009931, -1.168613)
H (-2.866858, 1.370899, -1.292094)
H (-4.460791, 1.422980, -3.695395)
H (-2.759190, 1.080370, -3.586782)
H (-4.918795, -0.740648, -4.289772)
H (-4.181104, -1.334679, -2.845322)
H (-2.790695, -0.585443, -5.450025)
H (-3.101106, -2.239630, -4.936904)
H (-0.900438, -1.812202, -4.325676)
H (-2.273074, -0.905414, -2.071045)
H (-1.298764, -3.548552, -2.884307)
H (-2.929437, -3.167490, -2.305886)
H (-0.722730, -3.978236, -0.657224)
H (-2.180043, -3.244545, -0.030845)
H (0.319351, -1.944124, 0.117702)
H (-1.194510, -1.076573, 0.082784)
H (0.501685, -1.717223, -2.369005)
H (-0.149600, -0.139825, -1.817154)
C (-0.547782, 1.875292, 1.179352)
O (-0.290893, 1.031476, 0.324112)
N (0.024995, 1.925176, 2.382508)
C (-0.324606, 2.938983, 3.360231)
C (1.033801, 0.933890, 2.730173)
H (-1.288819, 2.670943, 1.009282)
H (0.547315, 3.539288, 3.622261)
H (-0.715433, 2.479758, 4.268704)
H (-1.086616, 3.595694, 2.944619)
H (1.878513, 0.992464, 2.043663)
H (0.621820, -0.073536, 2.676331)
H (1.387557, 1.112957, 3.740995)
C (4.406395, -0.273412, 3.487314)
O (3.511027, -0.223777, 4.311409)
N (5.311604, 0.703327, 3.291994)
C (6.368837, 0.593083, 2.309739)
C (5.226847, 1.896610, 4.117607)
H (4.557386, -1.143099, 2.825551)
H (7.351115, 0.642182, 2.782689)
H (6.302337, 1.391788, 1.568481)
H (6.283169, -0.363468, 1.796749)
H (5.316610, 1.643382, 5.173754)
H (4.269321, 2.398922, 3.975979)
H (6.031486, 2.572797, 3.838939)

Force components x, y, z for each atom (eV/Å):
0.0 0.1 0.0
0.0 -0.1 0.1
0.1 0.1 0.0
0.1 0.1 -0.1
0.0 -0.2 0.3
0.3 0.0 0.1
-0.1 -0.1 0.1
0.1 0.1 0.0
0.2 0.0 0.1
-0.2 0.2 0.0
0.0 0.0 0.0
0.0 0.0 0.0
0.1 0.0 0.0
0.0 0.1 0.0
0.0 0.0 -0.1
0.0 0.0 0.0
0.0 -0.1 0.0
0.0 -0.1 -0.1
-0.1 -0.1 0.1
-0.1 0.2 -0.2
-0.1 0.0 -0.2
0.0 0.0 0.0
0.0 0.0 -0.1
0.0 0.0 -0.1
0.0 0.0 0.0
0.0 0.0 0.0
0.0 0.0 0.1
0.0 -0.1 0.0
0.1 0.0 0.0
0.0 0.0 0.0
-0.1 0.1 -0.1
0.0 0.0 0.0
0.0 0.0 0.0
0.0 0.0 0.0
0.0 0.0 0.0
0.0 0.0 0.0
0.0 0.0 0.0
0.0 0.0 0.0
0.0 0.0 0.0
0.0 0.0 0.0
0.0 0.0 0.0
0.1 0.0 0.1
-0.1 0.0 -0.1
0.0 0.0 0.0
0.0 0.0 0.0
0.0 0.0 0.0
0.0 0.0 0.0
0.0 0.0 0.0
0.0 0.0 0.0
0.0 0.0 0.0
0.0 0.0 0.0
0.0 0.0 0.0
0.0 0.0 0.0

***

[4]
# C2H13NO3

A cluster of 4 separate species, C2H13NO3 in total at a distorted geometry (ωB97M-V/def2-TZVPD, the Open Molecules 2025 dataset).

HOMO: -9.06 eV
net charge: 0
SMILES: CNC.O.O.O

CARTESIAN COORDINATES (ANGSTROEM)
C (1.160962, -1.058042, -0.477029)
N (2.329317, -0.117640, 0.006166)
C (2.871855, 0.698911, -1.002340)
H (0.386059, -0.641753, -1.013768)
H (1.466071, -1.898885, -1.187466)
H (0.795453, -1.571969, 0.477117)
H (3.031918, -0.798095, 0.295150)
H (3.038650, 0.044439, -1.831732)
H (3.891768, 1.064612, -0.771241)
H (2.065281, 1.418657, -1.232955)
O (-2.132270, -0.730307, 1.577923)
H (-1.442157, -0.994517, 0.999296)
H (-2.891940, -0.535847, 0.920564)
O (-0.047015, 2.469368, 2.212197)
H (-0.148922, 1.562008, 2.348825)
H (0.338290, 2.518439, 1.303068)
O (-4.545344, -0.514601, -0.787336)
H (-5.284771, -0.838942, -0.305502)
H (-4.883206, -0.075827, -1.530941)

Force components x, y, z for each atom (eV/Å):
3.2 -1.8 2.2
-2.3 -2.9 1.4
0.0 0.2 -1.1
-1.7 1.8 -0.7
0.3 0.9 0.9
0.3 0.8 -1.4
-0.2 0.3 0.2
0.1 0.0 -1.5
-0.9 0.5 0.3
1.1 0.3 -0.3
-2.8 0.8 -0.9
1.1 -0.4 -0.8
1.7 -0.4 1.6
0.8 2.3 -1.7
-0.4 -2.3 0.5
-0.4 0.0 1.2
1.8 -0.6 1.1
-1.0 -0.4 0.6
-0.7 1.0 -1.6

***

Q: Which formula does entry 2 have?
A: C5H11N3